No. 1
{"formula": "C2H4N4O", "method": "ωB97M-V/def2-TZVPD", "max_force_ev_per_a": 0.88, "energy_ha": -372.8644, "gap_ev": 9.89, "e_above_lowest_kcal_mol": 22.53, "smiles": "NC1=N[NH2+]C([O-])=N1", "e_lumo_ev": 0.624, "symbols": ["N", "C", "N", "N", "C", "O", "N", "H", "H", "H", "H"], "coordinates": [[2.0924, 0.3361, 0.0114], [0.7596, 0.1067, 0.0168], [0.2330, -0.9604, 0.6060], [-1.1546, -0.7558, 0.3498], [-1.2846, 0.6183, -0.4475], [-2.4123, 0.9881, -0.6166], [-0.0422, 1.0372, -0.5815], [2.7386, -0.4202, 0.1711], [2.4048, 1.1134, -0.5487], [-1.5802, -1.5706, -0.0972], [-1.7545, -0.4927, 1.1364]], "forces_ev_per_a": [[-0.0332, -0.0517, -0.0751], [0.0458, -0.0585, 0.0312], [0.0559, 0.3285, -0.0702], [-0.2967, -0.0500, 0.0408], [0.0809, 0.1535, 0.0395], [0.1827, 0.1877, -0.4163], [-0.3059, -0.1182, -0.0647], [-0.2144, 0.0710, 0.1071], [-0.0727, -0.1586, 0.0435], [0.0791, 0.2531, -0.1127], [0.4785, -0.5568, 0.4770]]}

=====

No. 2
{"formula": "C19H26HoN3OS6Sb", "method": "ωB97M-V/def2-TZVPD", "max_force_ev_per_a": 1.69, "energy_ha": -4556.7542, "gap_ev": [5.79, 5.79], "e_above_lowest_kcal_mol": 0.00, "total_charge": -1, "spin_multiplicity": 5, "e_lumo_ev": [1.272, 1.271], "symbols": ["Ho", "S", "Sb", "S", "S", "S", "C", "N", "C", "C", "C", "C", "C", "C", "C", "C", "H", "H", "H", "H", "H", "H", "H", "H", "H", "H", "H", "H", "O", "S", "C", "C", "C", "C", "H", "H", "H", "H", "H", "H", "H", "H", "N", "C", "S", "C", "C", "C", "N", "C", "C", "H", "H", "H", "H", "H", "H"], "coordinates": [[8.7095, 11.6599, 10.6944], [10.7422, 9.9788, 11.2700], [11.7501, 11.7397, 10.0437], [10.6335, 13.5432, 11.1693], [10.3303, 11.6661, 8.2151], [14.0170, 11.7912, 9.9221], [6.0675, 13.2896, 12.3787], [7.5109, 13.1383, 12.6188], [8.0963, 14.4154, 13.0518], [7.7442, 12.1573, 13.7142], [7.0303, 10.8281, 13.4246], [6.4478, 10.1578, 14.4929], [5.8116, 8.9356, 14.2445], [5.7570, 8.4524, 12.9416], [6.3598, 9.1379, 11.9041], [7.0656, 10.3267, 12.1015], [5.5981, 13.7282, 13.2739], [5.6424, 12.3319, 12.1383], [5.9351, 14.0033, 11.5692], [7.5954, 14.7939, 13.9430], [8.0144, 15.1899, 12.3051], [9.1515, 14.2305, 13.2723], [7.3888, 12.5096, 14.6962], [8.7846, 11.9309, 13.8387], [6.5390, 10.5706, 15.4930], [5.4143, 8.4432, 15.1165], [5.1909, 7.5354, 12.7826], [6.3261, 8.6749, 10.9114], [7.3213, 13.1866, 9.5642], [7.4806, 14.6863, 9.3260], [8.6399, 14.8156, 7.9414], [7.7939, 14.8943, 6.6377], [6.3848, 14.4201, 6.9317], [6.0587, 15.0683, 8.3038], [9.1911, 13.8875, 8.0406], [9.3024, 15.6784, 8.1559], [8.2996, 14.3131, 5.8620], [7.8284, 15.9530, 6.3003], [6.3830, 13.3290, 7.1089], [5.6999, 14.6772, 6.1397], [5.1694, 14.6624, 8.7782], [6.0567, 16.1486, 8.2188], [6.3914, 6.0721, 6.4800], [5.9714, 7.3065, 6.2073], [5.1126, 7.6731, 4.8269], [6.4183, 8.3250, 7.2167], [7.5063, 8.0534, 8.0631], [7.9448, 9.0442, 8.9356], [7.3704, 10.2368, 9.0345], [6.2982, 10.4770, 8.2710], [5.8472, 9.5751, 7.3137], [6.2403, 5.3737, 5.7554], [6.8705, 5.8209, 7.3354], [8.1168, 7.1236, 8.0372], [8.8213, 8.8806, 9.5426], [5.8813, 11.4369, 8.4199], [5.0003, 9.8336, 6.6615]], "forces_ev_per_a": [[-0.8258, 0.0501, 0.0545], [0.0095, -0.0987, 0.1156], [0.6197, 0.2522, 0.4699], [0.1176, -0.0533, -0.1379], [-0.3882, -0.1244, -0.3822], [-0.3817, 0.0093, -0.0780], [0.6421, 0.7984, 0.4675], [0.2980, -0.2890, 0.6011], [0.2943, -0.4990, 0.0895], [-1.4402, -0.8660, -0.2146], [0.4693, 0.2880, -0.0894], [0.0456, -0.3664, -0.7452], [0.5110, 0.9155, 0.2810], [-0.7478, -0.4790, 0.9196], [0.4006, -0.0370, -0.3361], [0.2005, 0.4607, 0.1526], [-0.1465, -0.2163, -0.0086], [-0.2948, -0.1755, -0.1528], [-0.1115, -0.0678, -0.1373], [-0.1772, -0.0458, 0.3586], [0.0352, 0.0597, -0.5084], [-0.1633, 0.2486, -0.0568], [-0.0335, 0.3842, -0.1823], [0.9267, 0.2854, -0.2299], [-0.1891, -0.0925, 0.0515], [-0.3464, -0.5027, -0.1532], [0.2078, 0.0266, -0.2055], [-0.0770, 0.1521, 0.2260], [-0.0317, 0.2430, -0.1416], [0.1626, -0.4478, 0.2879], [-0.5549, 0.6205, 0.0548], [1.2471, 0.6881, -0.0319], [0.4140, -0.2782, 1.1988], [0.1822, -0.4545, -0.9691], [0.4732, -0.2581, -0.0348], [-0.3304, -0.5444, -0.3194], [-0.1635, -0.0380, 0.0645], [-0.3714, -0.5498, 0.0748], [-0.0316, 0.3913, -0.3744], [-0.3827, 0.0664, -0.1166], [-0.0628, 0.2189, 0.1479], [-0.3266, 0.3303, 0.0657], [-0.1127, -0.8176, -0.5114], [0.0206, 0.6469, -0.1506], [0.3081, -0.1063, 0.6030], [0.8264, -0.5666, 0.1666], [0.3261, -0.2315, 0.0154], [0.0161, -0.4001, -0.4923], [-0.2808, -0.0643, -0.1025], [1.0555, -0.8839, -0.1864], [-1.1313, 0.6333, -0.0266], [0.0396, 0.1986, 0.5176], [-0.1930, 0.1362, -0.3187], [-0.6597, 0.8102, -0.0699], [0.2264, -0.0417, 0.1780], [-0.5871, 0.8188, -0.0499], [0.4677, -0.1370, 0.3521]]}

=====

No. 3
{"formula": "C25H31N4O", "method": "ωB97M-V/def2-TZVPD", "max_force_ev_per_a": 3.79, "energy_ha": -1265.1973, "gap_ev": 6.38, "e_above_lowest_kcal_mol": 27.96, "total_charge": 1, "e_lumo_ev": -4.750, "symbols": ["C", "N", "C", "O", "C", "C", "C", "C", "C", "C", "C", "C", "N", "C", "C", "C", "C", "C", "C", "C", "C", "C", "C", "C", "C", "C", "C", "H", "H", "H", "H", "H", "H", "H", "H", "H", "H", "H", "H", "H", "H", "H", "H", "H", "H", "H", "H", "H", "H", "H", "H", "H", "H", "H", "H", "H", "C", "N", "N", "H", "H"], "coordinates": [[3.3662, -1.7211, -1.9294], [2.6615, -1.2043, -0.7798], [3.3689, -0.9258, 0.3643], [4.5593, -1.1707, 0.5455], [2.4324, -0.2285, 1.3246], [2.8907, 1.2116, 1.5666], [3.0361, 1.9817, 0.2726], [4.2291, 1.9057, -0.4570], [4.3641, 2.5786, -1.6696], [3.3027, 3.3517, -2.1573], [2.1157, 3.4506, -1.4226], [1.9968, 2.7897, -0.1988], [1.1377, -0.3263, 0.6356], [0.0652, 0.3299, 1.1168], [-1.1027, 0.5959, 0.3946], [-2.3547, 0.5489, 0.9986], [-3.6043, 0.4161, 0.3029], [-4.7850, 0.0374, 1.0023], [-5.9844, -0.1708, 0.3308], [-6.0537, 0.0067, -1.0612], [-4.9065, 0.3914, -1.7702], [-3.6973, 0.5999, -1.1036], [1.2141, -1.0505, -0.6608], [0.4255, -2.4223, -0.7966], [0.9650, -3.4067, 0.2410], [0.5538, -2.9421, -2.2286], [-1.0702, -2.2531, -0.5732], [4.3974, -1.3526, -1.9062], [3.4053, -2.8198, -1.9122], [2.8885, -1.3797, -2.8525], [2.3901, -0.8119, 2.2614], [2.1840, 1.7039, 2.2441], [3.8737, 1.1379, 2.0545], [5.0544, 1.3018, -0.0684], [5.2950, 2.4923, -2.2339], [3.4036, 3.8746, -3.1067], [1.2795, 4.0446, -1.7977], [1.0846, 2.8877, 0.3959], [0.1529, 0.6388, 2.1644], [-0.9985, 0.8500, -0.6684], [-2.3898, 0.5152, 2.0906], [-4.7303, -0.0972, 2.0831], [-6.8775, -0.4691, 0.8834], [-6.9985, -0.1484, -1.5868], [-4.9591, 0.5355, -2.8500], [-2.8192, 0.9217, -1.6618], [0.8623, -0.3816, -1.4693], [0.8394, -3.0035, 1.2535], [0.3945, -4.3433, 0.1833], [2.0226, -3.6455, 0.0777], [0.3075, -2.1434, -2.9424], [1.5413, -3.3464, -2.4672], [-0.1685, -3.7555, -2.3931], [-1.4947, -1.4997, -1.2499], [-1.5660, -3.2119, -0.7956], [-1.3191, -1.9984, 0.4606], [-2.7317, 2.2269, 4.4914], [-3.9674, 2.1697, 4.9731], [-5.0448, 2.1173, 5.3895], [-2.5266, 2.8338, 3.6016], [-1.9107, 1.7826, 5.0667]], "forces_ev_per_a": [[0.2022, -0.2981, -0.3649], [0.2449, 0.2186, 0.9436], [1.0059, -0.7802, -0.6229], [-1.7289, 0.5722, -0.1224], [0.1271, -0.7605, 0.6066], [0.2710, 0.0530, -0.1120], [0.0722, 0.4131, -0.0028], [-0.0128, -0.0934, -0.0295], [-0.2820, 0.0887, 0.0209], [-0.0488, -0.2065, 0.1870], [0.1533, -0.0075, -0.0350], [0.0801, -0.2716, -0.2053], [-2.0987, 1.1384, 0.7027], [1.9607, -1.1671, -0.2335], [-1.6562, 0.7472, -0.2550], [1.5176, 0.1045, -0.1784], [-1.1063, 0.1094, -0.7642], [0.5551, 0.1884, -0.1508], [0.0083, 0.0657, -0.3203], [0.3764, 0.0265, 0.3827], [0.2008, 0.0966, 0.2146], [-0.3880, -0.2059, 0.3388], [0.2881, 0.1230, -1.1158], [0.2388, 0.3275, 0.6671], [0.0374, -0.2242, -0.1400], [0.2294, -0.1738, -0.3430], [-0.4458, -0.0231, 0.1412], [-0.2871, -0.0054, 0.1161], [0.0645, 0.3216, -0.0918], [0.0357, -0.0883, 0.1669], [0.0411, 0.2995, -0.2308], [0.2135, 0.0001, -0.0241], [-0.3606, 0.0348, 0.0439], [-0.2642, 0.2085, -0.1582], [-0.3043, 0.1016, 0.1823], [-0.0435, -0.1057, 0.2171], [0.3257, -0.1024, 0.1127], [0.2022, 0.0526, -0.1848], [-0.0073, -0.1701, -0.2341], [-0.0807, -0.8018, 0.3390], [-0.0057, -0.2601, -0.1400], [-0.0465, 0.0167, -0.2271], [0.3273, 0.1098, -0.1519], [0.3391, 0.0357, 0.1753], [0.0204, -0.0239, 0.3218], [-0.2663, -0.1204, 0.0317], [0.0185, -0.1046, 0.2779], [0.0582, -0.1062, -0.0982], [0.1703, 0.1933, 0.0534], [-0.1763, 0.0540, 0.0668], [0.0957, -0.2018, 0.0419], [-0.2725, 0.1488, 0.0303], [0.2084, 0.2628, 0.1334], [-0.0203, -0.1325, 0.1634], [0.1739, 0.3420, 0.0761], [0.0194, -0.0094, -0.1652], [-0.5486, -0.1360, 0.1700], [-1.7105, 0.0131, 0.6895], [3.5193, 0.1247, -1.3974], [-0.4810, -0.2305, 0.5930], [-0.7597, 0.2186, -0.1082]]}

=====

No. 4
{"formula": "C3H4N4", "method": "ωB97M-V/def2-TZVPD", "max_force_ev_per_a": 2.74, "energy_ha": -335.6013, "gap_ev": 8.08, "e_above_lowest_kcal_mol": 107.98, "e_lumo_ev": -0.291, "symbols": ["N", "C", "C", "N", "C", "N", "N", "H", "H", "H", "H"], "coordinates": [[-1.2906, -0.1027, 1.4334], [-0.3713, 0.0835, 0.4312], [-0.1905, -0.9645, -0.5485], [0.6485, -0.8933, -1.5228], [1.2391, 0.3380, -1.7565], [1.0665, 1.2611, -0.7917], [0.3790, 1.1613, 0.4040], [-1.5759, -1.0473, 1.6541], [-1.2120, 0.5179, 2.2251], [-0.7216, -1.9092, -0.4258], [2.0290, 1.5552, -1.1026]], "forces_ev_per_a": [[0.0837, 0.1321, 0.0764], [0.3151, 0.2601, -0.1255], [0.0279, -0.0592, -0.0226], [-0.7049, -0.2402, -0.0867], [-0.2614, -0.8376, -0.5943], [0.7045, -1.0938, -0.7673], [0.2613, -0.3514, -0.3981], [0.1422, 0.2279, -0.1330], [-0.0111, -0.0228, -0.0536], [-0.0156, 0.0687, 0.2181], [-0.5416, 1.9161, 1.8866]]}